--- A ---
# C4H7N2OS

A gas-phase ion, C4H7N2OS (charge +1) (ωB97M-V/def2-TZVPD, the OMol25 dataset).

Its HOMO-LUMO gap (spin up / spin down) is 0.30440 / 0.30448 Ha. The charge is +1. Its multiplicity is 1.

```
15
C4H7N2OS ωB97M-V/def2-TZVPD
C 1.156 -0.258 0.866
C -1.613 0.691 0.285
C 0.584 -0.052 -0.434
C -0.290 -1.804 0.316
N -0.521 0.642 -0.736
N 0.990 -1.794 0.776
O 1.857 -2.636 0.637
S -1.608 -1.006 1.140
H 2.168 0.154 0.953
H 0.519 -0.171 1.679
H -1.446 1.511 1.029
H -2.601 0.884 -0.289
H 1.253 -0.211 -1.292
H -0.671 -2.797 -0.004
H -0.910 0.971 -1.728
```

--- B ---
# C4H7N2OS

2 unconnected molecules or ions with the total composition C4H7N2OS (ωB97M-V/def2-TZVPD, the OMol25 dataset).

Its HOMO-LUMO gap is 0.34463 Ha. The charge is +1. Its multiplicity is 1.

```
15
C4H7N2OS ωB97M-V/def2-TZVPD
C 0.506 0.646 -0.832
C -1.767 -1.608 2.232
C 1.074 0.187 1.408
C 0.564 0.285 -2.278
N 0.402 1.844 -0.286
N 0.900 -0.232 0.166
O -1.198 -1.028 1.325
S 0.756 1.810 1.418
H -2.671 -2.108 2.074
H -1.306 -1.778 3.324
H -0.281 -0.422 -2.390
H 1.406 -0.216 -2.360
H 0.426 1.235 -2.784
H 0.138 2.597 -0.921
H 1.052 -1.211 -0.096
```

Of them, B has the highest stability.

--- A ---
# C8H11N3

A single C8H11N3 molecule (ωB97M-V/def2-TZVPD, the OMol25 dataset).

Its HOMO-LUMO gap is 0.27472 Ha. The SMILES is C\C(=C/C=C\C=C/C#N)NN. Its multiplicity is 1.

```
22
C8H11N3 ωB97M-V/def2-TZVPD
C -1.430 -0.788 -0.139
C -0.085 -0.653 0.537
C 0.381 0.275 1.393
C -0.178 1.608 1.562
C -0.715 2.236 0.523
C -0.603 1.751 -0.854
C 0.471 1.118 -1.315
C 1.753 1.218 -0.812
N 2.807 1.246 -0.334
N 0.642 -1.856 0.443
N 0.234 -2.900 -0.441
H -1.842 -1.684 0.218
H -1.315 -0.725 -1.256
H -1.868 0.054 0.311
H 1.401 0.126 1.724
H -0.332 1.843 2.563
H -1.426 3.000 0.757
H -1.428 1.720 -1.560
H 0.448 0.548 -2.385
H 1.650 -1.704 0.534
H 0.842 -3.724 -0.120
H 0.594 -2.710 -1.350
```

--- B ---
# C8H11N3

A single C8H11N3 molecule (ωB97M-V/def2-TZVPD, the OMol25 dataset).

Its HOMO-LUMO gap (spin up / spin down) is 0.34232 / 0.20274 Ha. Its multiplicity is 1.

```
22
C8H11N3 ωB97M-V/def2-TZVPD
C 1.471 -2.115 1.730
C 1.539 -0.611 -2.362
C -0.550 -0.663 1.283
C 0.124 -1.979 1.612
C 1.351 0.578 -1.726
C -0.553 0.021 -0.148
C -0.914 -1.019 -1.258
C 0.892 2.151 0.084
N 2.574 -2.208 2.180
N 1.904 -1.456 -3.073
N 0.708 0.796 -0.564
H -1.615 -0.949 1.309
H -0.382 0.100 2.186
H -0.356 -2.872 1.459
H 2.101 1.322 -2.116
H -1.388 0.784 -0.063
H -1.209 -0.603 -2.170
H -1.829 -1.395 -0.796
H -0.243 -1.819 -1.375
H 0.042 2.395 0.725
H 1.809 1.904 0.567
H 1.033 2.831 -0.701
```

Of them, A has the highest stability.